Record 1
The following is a DFT calculation (wB97M-V/def2-TZVPD) of one molecule with the formula C2H6BNO.

Geometry as ORCA input:
```
! wB97M-V def2-TZVPD RIJCOSX def2/J DEFGRID3
* xyz 0 1
B -0.265 -0.233 1.207
C -0.974 -0.023 -0.208
C 0.238 0.117 -1.143
N 1.057 0.033 0.991
O 1.388 0.388 -0.345
H -0.702 -0.518 2.245
H -1.619 -0.835 -0.535
H -1.578 0.886 -0.215
H 0.414 -0.816 -1.695
H 0.151 0.940 -1.856
H 1.891 0.060 1.555
*
```

Calculated values
* HOMO: -8.96 eV
* LUMO: 0.0282 Ha
* maximum force: 0.9 eV Å⁻¹
* SMILES: B1CCON1
* total energy: -6384.2748 eV

***

Record 2
The following is a DFT calculation (wB97M-V/def2-TZVPD) of a 2-piece molecular cluster, C6H14N2O2 overall.

Geometry as ORCA input:
```
! wB97M-V def2-TZVPD RIJCOSX def2/J DEFGRID3
* xyz 0 1
C -1.858 -0.912 2.582
C 0.799 -2.690 0.543
C -0.657 -1.165 1.742
O -0.157 -0.194 1.173
N -0.128 -2.412 1.659
H -2.769 -0.990 1.973
H -0.627 -3.156 2.115
H 0.166 -3.186 -0.195
H -2.025 -1.643 3.374
H -1.860 0.021 3.154
H 1.314 -1.789 0.204
H 1.548 -3.375 0.938
C 1.160 0.123 -2.560
C -0.231 2.774 -0.216
C 0.172 1.974 -1.402
O 0.264 2.627 -2.443
N 0.608 0.654 -1.335
H 0.397 0.177 -0.458
H 0.528 -0.660 -2.939
H -1.024 3.451 -0.528
H 1.403 0.921 -3.269
H 2.133 -0.408 -2.566
H -0.561 2.273 0.686
H 0.589 3.463 0.072
*
```

Calculated values
* HOMO: -8.79 eV
* LUMO: 0.0186 Ha
* maximum force: 2.2 eV Å⁻¹
* SMILES: CNC(C)=O.CNC(C)=O
* total energy: -13524.4784 eV

***

Record 3
The following is a DFT calculation (wB97M-V/def2-TZVPD) of a 8-piece molecular cluster, C35H89NO11PSi overall.

Geometry as ORCA input:
```
! wB97M-V def2-TZVPD RIJCOSX def2/J DEFGRID3
* xyz 1 1
C -5.193 0.513 -2.831
C -4.933 -0.754 -3.711
C -3.678 -0.576 -4.641
O -2.568 -0.032 -3.927
C -1.982 -1.035 -3.132
N -0.872 -0.417 -2.328
C 0.414 -0.849 -2.943
C 1.696 -0.475 -2.125
C 1.390 0.230 -0.733
P 2.937 0.297 0.380
O 2.712 -0.775 1.667
O 2.816 1.825 1.131
C 0.240 -0.606 -0.023
C -1.039 -0.815 -0.909
C -2.260 -0.152 -0.215
C -2.337 1.383 -0.435
O -1.051 1.998 -0.434
Si -0.941 3.347 -1.491
C -0.968 2.885 -3.334
C -2.333 4.624 -1.212
C 0.714 4.259 -1.180
H -6.110 1.027 -3.207
H -4.386 1.273 -2.899
H -5.289 0.246 -1.762
H -4.747 -1.635 -3.061
H -5.830 -0.940 -4.331
H -3.418 -1.523 -5.163
H -3.978 0.147 -5.422
H -2.711 -1.554 -2.487
H -1.594 -1.804 -3.834
H -0.965 0.598 -2.467
H 0.488 -0.308 -3.909
H 0.458 -1.920 -3.191
H 2.226 -1.446 -1.914
H 2.404 0.119 -2.732
H 1.107 1.279 -0.949
H 2.120 -0.389 2.339
H 1.890 1.875 1.407
H 0.663 -1.545 0.370
H -0.093 -0.004 0.846
H -1.235 -1.909 -0.912
H -3.180 -0.586 -0.669
H -2.317 -0.421 0.855
H -2.924 1.586 -1.355
H -2.913 1.811 0.414
H -0.896 3.754 -4.009
H -1.916 2.345 -3.562
H -0.132 2.176 -3.557
H -2.843 4.437 -0.248
H -3.038 4.661 -2.065
H -1.842 5.614 -1.160
H 0.668 4.797 -0.217
H 1.558 3.548 -1.249
H 0.777 5.000 -2.005
C -0.075 -3.433 4.066
C 1.049 -2.512 4.513
C 1.092 -2.386 6.027
O 0.870 -1.217 3.927
H -1.046 -3.040 4.382
H -0.100 -3.507 2.976
H 0.046 -4.434 4.481
H 2.004 -2.896 4.149
H 0.160 -1.960 6.408
H 1.897 -1.716 6.332
H 1.248 -3.356 6.500
H 0.031 -0.864 4.239
C 1.464 -1.195 11.274
C 1.364 -2.330 10.266
C 2.735 -2.904 9.943
O 0.748 -1.856 9.068
H 2.067 -0.375 10.875
H 0.475 -0.787 11.490
H 1.913 -1.534 12.209
H 0.722 -3.117 10.664
H 3.380 -2.139 9.500
H 2.650 -3.711 9.213
H 3.222 -3.293 10.838
H 1.304 -1.160 8.706
C 3.740 5.247 1.614
C 3.846 6.089 0.352
C 5.095 6.956 0.368
O 2.689 6.917 0.229
H 3.674 5.884 2.501
H 2.836 4.637 1.591
H 4.603 4.587 1.724
H 3.865 5.436 -0.523
H 5.074 7.650 1.213
H 5.154 7.560 -0.539
H 5.999 6.348 0.441
H 2.661 7.499 0.994
C 1.691 -4.564 -0.136
C 2.669 -5.052 -1.188
C 3.650 -6.060 -0.613
O 3.384 -3.932 -1.715
H 2.217 -4.058 0.680
H 1.002 -3.833 -0.570
H 1.112 -5.388 0.285
H 2.122 -5.507 -2.017
H 4.242 -5.613 0.190
H 4.353 -6.389 -1.380
H 3.132 -6.934 -0.215
H 3.871 -3.524 -0.991
C 1.036 8.130 -4.984
C 0.613 6.671 -5.028
C -0.030 6.320 -6.360
O -0.307 6.405 -3.965
H 0.170 8.788 -5.103
H 1.487 8.369 -4.020
H 1.755 8.357 -5.772
H 1.483 6.032 -4.861
H -0.931 6.918 -6.525
H -0.336 5.271 -6.375
H 0.658 6.493 -7.189
H -1.080 6.962 -4.098
C 5.638 -10.154 2.289
C 5.099 -9.095 1.340
C 5.900 -9.053 0.048
O 5.141 -7.816 1.975
H 6.675 -9.937 2.562
H 5.061 -10.168 3.215
H 5.599 -11.147 1.837
H 4.051 -9.303 1.116
H 6.946 -8.801 0.248
H 5.510 -8.285 -0.621
H 5.868 -10.015 -0.469
H 6.060 -7.619 2.180
C -10.699 2.107 -2.416
C -9.448 2.237 -3.271
C -9.755 1.992 -4.740
O -8.462 1.302 -2.824
H -11.117 1.100 -2.492
H -10.463 2.277 -1.364
H -11.463 2.824 -2.722
H -9.020 3.233 -3.146
H -10.143 0.981 -4.892
H -8.848 2.080 -5.341
H -10.491 2.706 -5.114
H -8.825 0.417 -2.925
*
```

Calculated values
* HOMO: -10.97 eV
* LUMO: -0.0685 Ha
* maximum force: 2.7 eV Å⁻¹
* total energy: -78913.4758 eV

***

Record 4
The following is a DFT calculation (wB97M-V/def2-TZVPD) of a 2-piece molecular cluster, C4H12NO overall.

Geometry as ORCA input:
```
! wB97M-V def2-TZVPD RIJCOSX def2/J DEFGRID3
* xyz -1 1
C -3.170 -1.143 -0.375
O -2.126 -0.606 0.295
H -4.103 -0.553 -0.300
H -2.993 -1.256 -1.475
H -3.457 -2.161 -0.015
C 0.313 0.714 -0.868
N 1.044 0.815 0.383
C 0.828 -0.364 1.196
C 2.444 1.071 0.173
H -0.702 0.369 -0.645
H 0.797 0.004 -1.571
H 0.269 1.688 -1.368
H 1.243 -0.183 2.195
H -0.241 -0.562 1.227
H 1.355 -1.241 0.795
H 2.969 1.123 1.133
H 2.587 2.015 -0.359
H 2.943 0.270 -0.421
*
```

Calculated values
* HOMO: -2.38 eV
* LUMO: 0.1455 Ha
* maximum force: 0.5 eV Å⁻¹
* total energy: -7879.0473 eV

***

Record 5
The following is a DFT calculation (wB97M-V/def2-TZVPD) of C31H23AuCl5NP2 as an isolated structure.

Geometry as ORCA input:
```
! wB97M-V def2-TZVPD RIJCOSX def2/J DEFGRID3
* xyz 2 3
Au 12.397 -1.421 19.727
Cl 12.601 -1.792 22.974
C 13.589 -2.874 22.150
C 13.634 -2.798 20.723
C 14.260 -3.875 20.091
Cl 14.229 -4.009 18.360
C 14.959 -4.833 20.801
Cl 15.686 -6.113 19.999
C 14.936 -4.839 22.239
Cl 15.717 -6.077 23.109
C 14.286 -3.848 22.941
Cl 14.095 -3.890 24.654
C 9.947 -1.192 15.790
N 10.943 -1.076 16.888
P 12.552 -1.228 16.450
C 12.874 -1.680 14.762
C 13.229 -3.023 14.568
C 13.721 -3.415 13.309
C 13.790 -2.519 12.264
C 13.360 -1.174 12.465
C 12.941 -0.763 13.704
C 13.666 0.044 16.936
C 14.728 -0.323 17.759
C 15.691 0.617 18.089
C 15.606 1.903 17.581
C 14.555 2.259 16.756
C 13.582 1.324 16.423
P 10.577 -0.622 18.520
C 9.924 1.043 18.261
C 10.813 2.117 18.233
C 10.353 3.325 17.720
C 9.057 3.461 17.249
C 8.156 2.406 17.287
C 8.575 1.202 17.820
C 9.219 -1.628 19.225
C 8.556 -2.752 18.722
C 7.627 -3.399 19.539
C 7.362 -2.936 20.803
C 8.078 -1.856 21.317
C 8.959 -1.180 20.520
H 10.197 -0.488 15.007
H 8.964 -0.921 16.161
H 9.987 -2.193 15.350
H 13.108 -3.750 15.364
H 13.980 -4.463 13.216
H 14.142 -2.846 11.315
H 13.314 -0.442 11.635
H 12.649 0.275 13.839
H 14.811 -1.338 18.202
H 16.493 0.419 18.765
H 16.361 2.612 17.907
H 14.448 3.314 16.439
H 12.739 1.639 15.829
H 11.805 2.032 18.650
H 10.967 4.221 17.732
H 8.771 4.445 16.910
H 7.148 2.524 16.915
H 7.919 0.347 17.885
H 8.827 -3.150 17.750
H 7.124 -4.277 19.180
H 6.664 -3.451 21.418
H 7.907 -1.567 22.342
H 9.445 -0.259 20.905
*
```

Calculated values
* HOMO (alpha / beta): -14.04 / -14.12 eV
* LUMO (alpha / beta): -0.2101 / -0.3417 Ha
* maximum force: 1.6 eV Å⁻¹
* total energy: -118875.8423 eV

***

Record 6
The following is a DFT calculation (wB97M-V/def2-TZVPD) of C19H24GeMoN3O5 as an isolated structure.

Geometry as ORCA input:
```
! wB97M-V def2-TZVPD RIJCOSX def2/J DEFGRID3
* xyz 1 3
Mo -0.262 1.340 0.158
C 4.114 0.440 0.775
C 2.649 0.182 0.901
O 1.828 0.986 0.419
N 2.255 -0.937 1.504
C 0.854 -1.334 1.622
C 0.076 -0.513 2.624
C -0.074 -0.918 3.935
C -0.866 -0.172 4.793
C -1.498 0.960 4.306
C -1.300 1.311 2.989
N -0.516 0.598 2.167
H 4.437 0.109 -0.214
H 4.694 -0.088 1.528
H 4.293 1.510 0.848
H 2.963 -1.558 1.863
H 0.832 -2.377 1.926
H 0.364 -1.289 0.647
H 0.402 -1.829 4.273
H -1.003 -0.483 5.819
H -2.143 1.561 4.930
H -1.782 2.179 2.558
C 0.445 5.401 -2.067
Ge 0.145 3.476 -1.956
C -1.318 2.901 -3.126
C 1.782 2.494 -2.424
C -0.396 3.127 -0.034
H 0.586 5.658 -3.117
H 1.333 5.701 -1.513
H -0.412 5.958 -1.690
H -1.056 3.076 -4.170
H -2.232 3.454 -2.905
H -1.528 1.838 -2.996
H 2.041 2.746 -3.453
H 1.654 1.411 -2.376
H 2.613 2.775 -1.777
H -0.848 3.968 0.491
O -2.323 -1.200 1.049
C -2.782 -0.352 0.306
O -2.031 0.543 -0.302
C -4.250 -0.205 0.086
C -4.764 0.817 -0.707
C -6.133 0.943 -0.886
C -6.998 0.051 -0.272
C -6.463 -0.958 0.510
C -5.106 -1.107 0.702
N -7.378 -1.908 1.167
O -8.565 -1.720 1.032
O -6.882 -2.794 1.826
H -4.081 1.505 -1.187
H -6.529 1.736 -1.505
H -8.070 0.122 -0.389
H -4.717 -1.907 1.316
*
```

Calculated values
* HOMO (alpha / beta): -11.37 / -11.80 eV
* LUMO (alpha / beta): -0.1148 / -0.1311 Ha
* maximum force: 0.8 eV Å⁻¹
* total energy: -93163.5956 eV